(1)
The following is a DFT calculation (ωB97M-V with the def2-TZVPD basis set) of C2H6OP2 in the gas phase.

Properties
relative energy (zero: lowest compared OMol25 entry of this formula, charge and spin)	3.889	eV
E_tot	-22790.91817	eV
gap between HOMO and LUMO (alpha / beta)	8.0 / 7.8	eV
2S+1	1
max |F|	3.522	eV/A
highest occupied orbital energy (alpha / beta)	-7.59 / -7.49	eV

Positions of all 11 atoms, in Å:
C (1.123, -0.489, 0.607)
C (-1.329, -0.345, 0.549)
O (-0.104, 0.004, 0.212)
P (2.386, 0.731, 0.138)
P (-2.686, 0.595, -0.265)
H (1.180, -1.444, 1.079)
H (-1.546, -1.179, 1.288)
H (2.154, 0.719, -1.167)
H (3.558, -0.108, -0.030)
H (-2.501, -0.109, -1.452)
H (-2.236, 1.627, -0.958)



(2)
The following is a DFT calculation (ωB97M-V with the def2-TZVPD basis set) of 2 unconnected molecules or ions with the total composition H3N3OS.

Properties
relative energy (zero: lowest compared OMol25 entry of this formula, charge and spin)	5.485	eV
E_tot	-17396.08756	eV
gap between HOMO and LUMO (alpha / beta)	8.3 / 6.5	eV
2S+1	1
max |F|	4.727	eV/A
highest occupied orbital energy (alpha / beta)	-8.55 / -7.62	eV

Positions of all 8 atoms, in Å:
N (0.592, -2.570, -0.911)
N (0.021, -1.758, -0.295)
N (-0.291, 1.834, 0.647)
O (-0.068, -0.544, -0.127)
S (-1.000, 0.694, 1.595)
H (1.224, -2.386, -1.717)
H (-1.028, 2.413, 0.154)
H (0.551, 2.318, 0.654)



(3)
The following is a DFT calculation (ωB97M-V with the def2-TZVPD basis set) of 2 unconnected molecules or ions with the total composition C2HBN2S.

Properties
relative energy (zero: lowest compared OMol25 entry of this formula, charge and spin)	2.478	eV
E_tot	-16579.56417	eV
gap between HOMO and LUMO	9.8	eV
2S+1	1
max |F|	6.570	eV/A
highest occupied orbital energy	-11.76	eV

Positions of all 7 atoms, in Å:
B (-0.112, -0.020, 0.202)
C (1.518, 1.398, -0.339)
C (-0.270, -1.079, -0.805)
N (2.470, 1.957, -0.593)
N (-0.677, -1.829, -1.578)
S (-0.889, 0.188, 1.723)
H (-2.040, -0.615, 1.390)



(4)
The following is a DFT calculation (ωB97M-V with the def2-TZVPD basis set) of 18 unconnected molecules or ions with the total composition H36O18.

Properties
relative energy (zero: lowest compared OMol25 entry of this formula, charge and spin)	0.000	eV
E_tot	-37442.51107	eV
gap between HOMO and LUMO	10.4	eV
2S+1	1
max |F|	2.533	eV/A
highest occupied orbital energy	-10.25	eV

Positions of all 54 atoms, in Å:
O (-2.937, 1.279, -0.834)
H (-2.175, 1.844, -0.617)
H (-3.650, 1.752, -0.495)
O (1.244, -3.594, -3.055)
H (0.247, -3.667, -3.108)
H (1.645, -3.849, -3.896)
O (-0.250, -1.132, 3.889)
H (-0.113, -0.144, 3.923)
H (0.469, -1.445, 3.307)
O (1.096, -3.258, -0.018)
H (1.680, -2.722, 0.532)
H (1.714, -3.472, -0.736)
O (1.597, 0.315, -2.320)
H (1.131, 0.745, -3.063)
H (1.223, -0.551, -2.212)
O (0.569, 4.784, 0.502)
H (0.962, 5.177, -0.309)
H (1.320, 4.288, 0.897)
O (2.693, 3.266, 1.626)
H (2.871, 2.372, 1.193)
H (2.465, 3.036, 2.537)
O (-2.171, -1.656, 1.812)
H (-3.006, -1.158, 1.754)
H (-2.065, -1.492, 2.770)
O (-0.075, 2.025, -0.475)
H (-0.034, 2.882, -0.092)
H (0.401, 1.965, -1.319)
O (-1.748, -3.315, -2.830)
H (-2.439, -3.840, -3.229)
H (-1.804, -3.567, -1.887)
O (-1.638, -4.034, -0.003)
H (-2.002, -3.414, 0.623)
H (-0.681, -4.057, 0.136)
O (0.459, 1.636, 3.120)
H (0.829, 0.938, 2.578)
H (-0.185, 2.197, 2.634)
O (2.307, -1.622, 2.636)
H (3.043, -1.495, 3.254)
H (2.496, -1.157, 1.837)
O (-1.349, 3.319, 1.840)
H (-0.895, 4.172, 1.696)
H (-2.030, 3.530, 2.514)
O (3.187, 0.631, 0.410)
H (2.413, 0.706, -0.142)
H (3.885, 0.586, -0.284)
O (-2.436, -0.526, -3.162)
H (-2.322, -1.478, -3.030)
H (-3.123, -0.351, -2.502)
O (0.496, -0.507, 0.881)
H (-0.347, -0.948, 0.637)
H (0.190, 0.360, 0.528)
O (-0.637, 1.547, -3.459)
H (-1.290, 0.842, -3.295)
H (-1.229, 2.253, -3.692)